Computed, not measured: the ion C4H7N2O with charge +1 at a distorted geometry, with ωB97M-V/def2-TZVPD.

XYZ file:
```
14
Properties=species:S:1:pos:R:3:forces:R:3
C 0.109075 -0.676743 0.711560 -1.02 -0.66 -1.87
C 0.491415 0.607197 2.664544 2.44 2.77 2.29
C -0.106334 -1.280052 -0.572311 2.13 0.74 -0.29
C -0.751081 -0.302667 -1.607931 1.79 -3.06 -0.25
N 0.132986 -0.014135 1.654192 -1.10 -2.12 -1.83
N 0.074331 1.564561 -0.875900 -0.07 3.19 3.45
O 0.160863 0.705607 -1.786359 -0.05 -1.54 -3.59
H -0.185917 0.860860 3.440679 -0.29 0.16 0.63
H 1.506440 0.990354 2.484767 -0.38 0.19 1.12
H 0.901793 -1.554675 -0.901708 -0.10 -0.29 -0.15
H -0.696029 -2.134120 -0.474415 -0.96 -1.60 0.23
H -0.804469 -0.847447 -2.563705 -0.45 0.30 0.49
H -1.632395 -0.165152 -1.071894 -2.06 1.76 -0.25
H 0.799322 2.246413 -1.101521 0.11 0.15 0.03
```
Forces are in eV/Å.

Properties
Net charge   +1
HOMO-LUMO gap (alpha / beta)   0.36681 / 0.23947 Eh
HOMO (alpha / beta)   -14.0 / -12.9 eV

These are the Löwdin partial charges, in e, on atoms 1 to 2:
1. C 0.11
2. C 0.13

***

Computed, not measured: a cluster of 2 separate species, C4H7N2O in total at a distorted geometry, with ωB97M-V/def2-TZVPD.

XYZ file:
```
14
Properties=species:S:1:pos:R:3:forces:R:3
C 0.949893 -1.336771 0.108193 0.83 0.36 2.18
C -1.799413 0.476850 0.253081 2.18 2.73 -1.73
C 0.760064 0.926897 0.076957 -0.98 0.21 2.06
C -0.415458 0.258107 -0.506947 -3.27 3.06 -4.35
N 1.513801 -0.238797 0.591991 -0.87 0.67 -1.19
N -0.153898 -1.090922 -0.489707 -0.14 -0.54 -1.34
O -2.523342 -0.421887 0.441785 -1.14 -1.23 0.56
H 1.251843 -2.294108 0.417880 0.59 -1.20 -0.08
H -1.965592 1.591101 0.442380 -0.27 -1.10 0.25
H 1.271850 1.559013 -0.564652 1.45 0.70 -1.36
H 0.326668 1.606483 0.827328 0.80 -0.28 0.55
H -0.639884 0.731142 -1.949841 0.43 -1.32 4.26
H 2.372821 -0.139137 1.077694 0.73 -0.37 0.29
H -0.949350 -1.627968 -0.726146 -0.33 -1.70 -0.09
```
Forces are in eV/Å.

Properties
Net charge   +1
HOMO-LUMO gap   0.36628 Eh
HOMO   -14.2 eV

These are the Löwdin partial charges, in e, on atoms 1 to 2:
1. C -0.02
2. C -0.20

***

Computed, not measured: the ion C4H7N2O2 with charge +1 at a distorted geometry, with ωB97M-V/def2-TZVPD.

XYZ file:
```
15
Properties=species:S:1:pos:R:3:forces:R:3
C 0.135179 1.224599 -0.027807 7.84 -0.06 0.69
C -1.193251 1.077399 -0.063893 -8.53 -1.09 -1.35
C -1.156668 -1.195930 -0.146716 2.01 -1.53 0.50
C 1.042094 0.021648 -0.132693 -0.68 -1.53 2.58
N -1.896335 -0.117331 -0.317499 1.27 5.25 2.08
N 0.176414 -1.214549 0.108921 -1.43 1.27 -0.16
O 1.627507 -0.140549 -1.323637 1.66 0.24 -0.41
O 2.004761 -0.035259 0.957980 -1.49 1.35 -1.13
H 0.646298 2.111567 0.384489 -0.68 -0.33 -0.42
H -1.786790 1.959488 -0.181254 -0.46 0.27 -0.04
H -1.581121 -2.125444 -0.109567 -1.47 -2.05 -0.06
H -2.919809 0.085248 -0.098433 1.57 -1.56 -0.87
H 0.571134 -2.071028 0.509957 0.01 0.59 -0.56
H 2.567216 -0.302278 -1.098826 -0.26 -0.01 -0.64
H 1.763373 0.722416 1.538971 0.62 -0.82 -0.21
```
Forces are in eV/Å.

Properties
2S+1   3
Net charge   +1
HOMO-LUMO gap (alpha / beta)   0.25667 / 0.28241 Eh
HOMO (alpha / beta)   -10.7 / -15.4 eV
⟨S²⟩   2.01

These are the Löwdin partial charges, in e, on atoms 1 to 2:
1. C 0.09
2. C -0.03

***

Computed, not measured: the ion C4H7N2S with charge +1 at a distorted geometry, with ωB97M-V/def2-TZVPD.

XYZ file:
```
14
Properties=species:S:1:pos:R:3:forces:R:3
C -0.087351 0.356009 -0.474200 0.58 0.95 -0.51
C -1.355579 -0.089412 0.203575 0.60 -1.55 -1.62
C -1.918228 0.538725 1.348728 -1.23 2.36 3.87
C 0.452999 3.010125 -1.107169 2.65 2.97 0.64
N 1.221288 0.953508 0.132390 -3.35 2.45 -1.08
N 0.400981 1.754571 -0.426396 2.27 -3.56 1.21
S -2.087499 -1.410546 -0.412025 0.82 0.60 -0.29
H 0.211834 -0.067810 -1.427748 -0.58 -0.57 0.16
H -1.251732 0.807523 2.235282 -0.32 -0.76 -1.20
H -2.492955 1.492160 1.284403 0.69 -0.13 -1.03
H -2.750620 -0.069351 1.712155 0.48 -0.30 0.20
H -0.485814 3.250164 -1.553245 -0.61 -0.18 -0.29
H 0.740750 3.894110 -0.371353 -0.58 -2.00 -1.23
H 1.314091 2.995211 -1.879421 -1.42 -0.28 1.15
```
Forces are in eV/Å.

Properties
SMILES   CC(=S)[C@@H]1N=[N+]1C
Net charge   +1
HOMO-LUMO gap   0.23594 Eh
HOMO   -13.2 eV

These are the Löwdin partial charges, in e, on atoms 1 to 2:
1. C -0.15
2. C -0.78

***

Computed, not measured: a structure of composition C4H7N2S2 at a distorted geometry, with ωB97M-V/def2-TZVPD.

XYZ file:
```
15
Properties=species:S:1:pos:R:3:forces:R:3
C 0.150127 1.172075 -0.229047 -0.40 -0.55 0.41
C -0.932663 -0.882996 -0.041345 0.37 -1.55 -0.56
C 1.517666 0.604258 -0.262092 -1.09 -2.31 -2.76
C 1.552135 -0.932157 0.157775 0.70 -0.80 -0.44
N -0.880949 0.468526 0.087444 -0.36 0.85 0.28
N 0.193557 -1.538372 -0.061550 0.67 1.32 -0.08
S -3.057887 1.147755 0.200290 -0.55 0.25 -2.62
S -4.217270 -0.327907 -0.168538 1.40 0.66 0.88
H -0.000507 2.195425 -0.539382 -0.01 0.36 0.13
H 1.901279 0.881382 -1.326951 -0.22 -0.79 1.81
H 2.104107 1.041865 0.451921 1.62 1.83 1.58
H 2.301152 -1.527653 -0.489432 -1.22 1.07 1.01
H 1.855966 -1.149511 1.247156 -0.52 0.86 -1.62
H 0.209892 -2.451418 -0.467711 -0.34 -0.65 0.20
H -2.696598 1.298734 1.441461 -0.08 -0.55 1.78
```
Forces are in eV/Å.

Properties
Net charge   +1
HOMO-LUMO gap   0.26588 Eh
HOMO   -12.9 eV

These are the Löwdin partial charges, in e, on atoms 1 to 2:
1. C -0.05
2. C -0.12

***

Computed, not measured: an isolated molecule of C4H7N3, with ωB97M-V/def2-TZVPD.

XYZ file:
```
14
Properties=species:S:1:pos:R:3:forces:R:3
N -2.470518 -0.280057 -0.295400 0.02 -0.16 0.04
C -1.086054 -0.022835 -0.176690 0.20 0.14 0.08
C 0.031869 -0.824276 -0.190161 0.05 0.04 -0.08
C 1.156590 0.011182 0.086246 -0.11 0.24 -0.01
N 2.479245 -0.446573 0.330137 0.03 -0.08 -0.20
C 0.696444 1.301120 0.204511 0.14 -0.11 0.01
N -0.675798 1.260584 0.038917 -0.10 -0.09 -0.11
H -2.620911 -1.195171 -0.703390 -0.03 0.12 -0.01
H -2.907420 -0.282508 0.624556 0.04 0.00 -0.21
H 0.097394 -1.867663 -0.468376 -0.20 0.00 0.33
H 3.130265 -0.230945 -0.416173 -0.12 0.00 0.07
H 2.482101 -1.449414 0.484137 0.06 0.21 -0.07
H 1.220824 2.232724 0.370935 -0.11 -0.22 0.10
H -1.296550 2.050486 -0.032582 0.14 -0.10 0.06
```
Forces are in eV/Å.

Properties
SMILES   Nc1c[nH]c(N)c1
Net charge   0
HOMO-LUMO gap   0.31135 Eh
HOMO   -7.4 eV

These are the Löwdin partial charges, in e, on atoms 1 to 2:
1. N 0.08
2. C -0.39

***

Computed, not measured: an isolated molecule of C4H7N3, with ωB97M-V/def2-TZVPD.

XYZ file:
```
14
Properties=species:S:1:pos:R:3:forces:R:3
N -2.543652 -0.355319 -0.155086 0.07 -0.18 -0.13
C -1.131363 -0.237377 -0.062896 0.13 -0.10 0.06
C -0.125181 -1.131989 0.119161 -0.17 0.48 -0.03
C 1.054842 -0.213193 0.329510 0.11 0.14 -0.02
N 2.429420 -0.576743 0.054443 -0.08 -0.17 -0.18
C 0.636300 1.178850 0.023230 -0.22 -0.14 0.04
N -0.657522 1.121481 -0.105006 0.17 0.01 0.00
H -2.847324 -0.393774 -1.124778 0.02 0.01 0.09
H -2.797314 -1.244556 0.261707 -0.04 0.13 0.01
H 0.956700 -0.077079 1.434472 0.00 -0.11 0.11
H 2.592601 -0.536924 -0.947200 -0.06 0.00 0.05
H 2.507967 -1.564151 0.290228 0.08 0.15 0.03
H 1.199982 2.104268 0.020604 -0.10 -0.11 0.03
H -1.275462 1.926504 -0.138394 0.10 -0.11 -0.06
```
Forces are in eV/Å.

Properties
Net charge   0
HOMO-LUMO gap   0.29467 Eh
HOMO   -7.7 eV

These are the Löwdin partial charges, in e, on atoms 1 to 2:
1. N 0.05
2. C -0.44

***

Computed, not measured: an isolated molecule of C4H7N3 at a distorted geometry, with ωB97M-V/def2-TZVPD.

XYZ file:
```
14
Properties=species:S:1:pos:R:3:forces:R:3
C -0.665694 1.373584 -0.197448 0.28 1.07 -0.02
C -1.474176 -0.829920 0.052222 -2.41 -1.80 1.35
C 1.833997 0.058609 0.054106 2.69 -0.63 -1.10
C 0.533625 0.613578 0.313467 -1.37 0.31 -0.20
H -0.919464 2.329993 0.335997 0.13 -1.07 -0.14
H -0.513667 1.667042 -1.230160 -0.12 -0.10 -0.30
H -2.356041 -1.482981 0.423876 1.53 0.65 -1.09
H -0.264921 -2.300439 -0.640143 -0.27 -0.30 0.10
H 2.326847 -0.419072 0.920353 -0.02 0.51 -0.48
H 2.474888 0.418675 -0.791912 -0.33 -0.40 1.12
H 0.354928 0.297958 1.308390 -0.73 -0.08 1.24
N -1.775062 0.395838 -0.057962 1.08 0.37 0.06
N -0.230844 -1.542305 0.028041 0.35 1.01 0.19
N 0.675580 -0.580563 -0.518824 -0.80 0.46 -0.72
```
Forces are in eV/Å.

Properties
SMILES   C1=NC[C@@H]2CN2N1
Net charge   0
HOMO-LUMO gap   0.35919 Eh
HOMO   -8.7 eV

These are the Löwdin partial charges, in e, on atoms 1 to 2:
1. C -0.17
2. C -0.24

***

Computed, not measured: an isolated molecule of C4H7N3 at a distorted geometry, with ωB97M-V/def2-TZVPD.

XYZ file:
```
14
Properties=species:S:1:pos:R:3:forces:R:3
C -2.277464 0.043673 -0.098039 -0.15 -0.04 0.00
C -0.821043 -0.365062 -0.030859 -0.06 -0.17 -0.02
N 0.006509 0.826013 0.062186 0.13 0.26 0.06
C 1.316306 0.929659 0.116295 -0.40 -0.12 -0.01
N 1.968554 -0.278445 0.057786 0.31 0.26 -0.01
C 3.300792 -0.110878 0.092473 1.43 -0.53 0.02
N 4.452324 -0.012795 0.122360 -0.76 -0.06 -0.03
H -2.464690 0.674988 -0.973491 0.03 -0.09 0.14
H -2.560028 0.597950 0.803013 -0.01 -0.08 -0.13
H -2.910750 -0.840135 -0.173889 -0.04 0.08 0.02
H -0.548602 -0.934010 -0.929566 0.00 0.07 0.12
H -0.639456 -1.002610 0.845050 -0.05 0.05 -0.14
H -0.460604 1.714973 0.133412 -0.23 -0.09 -0.05
H 1.638152 -1.243324 -0.026729 -0.20 0.46 0.03
```
Forces are in eV/Å.

Properties
Net charge   0
HOMO-LUMO gap   0.35511 Eh
HOMO   -9.1 eV

These are the Löwdin partial charges, in e, on atoms 1 to 2:
1. C -0.09
2. C -0.27

***

Computed, not measured: an isolated molecule of C4H7N3 at a distorted geometry, with ωB97M-V/def2-TZVPD.

XYZ file:
```
14
Properties=species:S:1:pos:R:3:forces:R:3
C -2.044308 0.725122 0.155546 0.98 0.04 -0.74
C -1.033068 -0.599019 -0.197217 -1.22 2.42 0.28
C 0.440564 -0.462137 0.107493 -0.32 0.44 0.07
C 1.492100 -0.234351 -0.766941 -0.27 0.06 0.06
N 2.563920 -0.035758 0.036725 -0.13 -0.12 0.07
N 2.229099 -0.145748 1.325572 -0.20 -0.18 -0.13
N 0.962703 -0.413872 1.371813 -0.09 0.23 -0.05
H -3.141474 0.491703 0.133889 1.11 -0.35 -0.35
H -1.873828 1.105140 1.181838 0.40 -0.29 -0.63
H -1.832444 1.474091 -0.582603 -0.15 0.84 -0.10
H -1.730353 -0.952991 0.526292 0.88 -3.07 0.53
H -1.135705 -0.935034 -1.244153 -0.54 0.10 0.75
H 1.576738 -0.183954 -1.845034 -0.14 -0.01 0.25
H 3.526055 0.166806 -0.203222 -0.32 -0.10 0.01
```
Forces are in eV/Å.

Properties
SMILES   CCc1c[nH]nn1
Net charge   0
HOMO-LUMO gap   0.36582 Eh
HOMO   -9.1 eV

These are the Löwdin partial charges, in e, on atoms 1 to 2:
1. C -0.09
2. C -0.14

***

Going through the records in order, we get energy above the lowest of the compared OMol25 structures with the same formula, charge and spin values of 163.1; 63.4; 25.3; 124.0; 109.7; 2.8; 77.2; 89.7; 44.1; 47.6 kcal per mole.
Going through the records in order, we get E values of -340.8764; -341.0353; -416.1894; -663.8770; -1062.0936; -320.8788; -320.7603; -320.7404; -320.8130; -320.8074 a.u..